No. 1
DFT (the ωB97M-V functional and the def2-TZVPD basis) results for a molecular structure, C4H2MnO5.

Output
* HOMO (alpha / beta): -22.1058 / -22.0982 eV
* <S²>: 6.063
* energy: -1679.29032 a.u.
* gap between HOMO and LUMO (alpha / beta): 3.3 / 2.5 eV
* energy relative to the best compared isomer or geometry (same formula, charge and spin): 0.133 eV
* F_max: 0.2313 hartree/bohr
* charge: +3
* E_LUMO (alpha / beta): -18.8332 / -19.6248 eV
* 2S+1: 5

```
12
Properties=species:S:1:pos:R:3:forces:R:3
O 1.1856 0.9331 -2.6372 -3.615 -2.294 4.608
C 0.5434 0.4418 -1.8044 5.808 4.778 -7.650
Mn -0.2957 -0.7420 -0.6359 -5.593 4.993 1.090
O 1.8723 3.2284 3.2190 0.702 -2.221 -2.239
C 2.0774 2.4359 2.4198 -0.783 2.148 2.167
C 0.8046 -2.0678 -1.1724 6.796 -9.018 -3.730
O 1.4390 -2.9662 -1.5514 -3.515 5.096 2.153
C -0.5958 -1.6446 0.9588 -1.235 -6.696 8.607
O -0.7124 -2.3653 1.8612 0.527 4.144 -4.775
O -1.8102 0.6473 -0.2668 0.865 -0.617 -0.046
H -1.8384 1.4219 0.3443 0.292 -0.118 0.079
H -2.6698 0.6775 -0.7350 -0.248 -0.195 -0.264
```
Forces are in eV/Å.

Here are the Löwdin charges for atoms 1 to 5, given in e: 0.39, 0.08, 1.08, 0.08, 0.03

---

No. 2
DFT (the ωB97M-V functional and the def2-TZVPD basis) results for 2 unconnected molecules or ions with the total composition C5H8O.

Output
* HOMO: -9.3162 eV
* energy: -270.44300 a.u.
* SMILES: C=C/C=C\C=O.[H][H]
* gap between HOMO and LUMO: 9.8 eV
* energy relative to the best compared isomer or geometry (same formula, charge and spin): 3.127 eV
* F_max: 0.0134 hartree/bohr
* E_LUMO: 0.5008 eV

```
14
Properties=species:S:1:pos:R:3:forces:R:3
C -0.7748 0.5275 -1.7105 -0.234 0.079 -0.021
C -1.4546 0.3301 -0.5795 0.147 0.160 -0.139
C -1.0188 -0.6943 0.3806 0.328 -0.009 -0.025
C 0.2914 -0.9336 0.5207 -0.357 0.056 0.085
C 1.3748 -0.1318 -0.1332 0.224 0.255 0.130
O 1.6161 1.0330 0.0960 -0.061 -0.646 -0.230
H -0.0143 -0.1787 -2.0484 -0.214 0.204 0.107
H -0.8941 1.4239 -2.3100 -0.275 -0.224 -0.089
H -2.2738 0.9954 -0.3076 0.183 -0.099 0.008
H -1.7373 -1.2307 1.0055 0.147 0.078 -0.336
H 0.6400 -1.7467 1.1516 0.014 0.024 0.001
H 2.0185 -0.7054 -0.8297 0.084 0.024 0.062
H 1.2485 0.8653 2.1673 -0.029 -0.002 0.320
H 1.0867 0.4362 2.7548 0.042 0.099 0.126
```
Forces are in eV/Å.

Here are the Löwdin charges for atoms 1 to 5, given in e: 0.01, -0.16, -0.10, -0.11, -0.32

---

No. 3
DFT (the ωB97M-V functional and the def2-TZVPD basis) results for a single C6H8O2 molecule.

Output
* HOMO: -8.8747 eV
* energy: -383.77542 a.u.
* SMILES: O=C1[C@H]2C[C@@H](O)[C@@H]1C2
* gap between HOMO and LUMO: 9.6 eV
* energy relative to the best compared isomer or geometry (same formula, charge and spin): 3.665 eV
* F_max: 0.1266 hartree/bohr
* E_LUMO: 0.7723 eV

```
16
Properties=species:S:1:pos:R:3:forces:R:3
O -0.8088 -1.8404 -1.1492 1.081 -0.706 -0.309
C -0.4094 -0.8697 -0.6097 -1.587 3.576 -0.232
C -1.2560 0.1331 0.2641 -1.164 -0.435 2.380
C -0.1447 0.5089 1.3336 -3.823 1.267 5.113
C 1.0735 0.6136 0.5612 1.401 -0.261 -2.209
O 1.8329 -0.6214 0.7920 -0.753 1.363 -3.329
C 0.4332 0.5961 -0.8338 1.525 -1.959 -3.368
C -0.9859 1.1932 -0.7656 0.963 2.741 0.480
H -2.3147 -0.2056 0.5872 1.857 0.769 -0.291
H -0.3446 -0.2283 2.1942 1.490 0.518 -1.339
H -0.1310 1.5070 1.9990 -1.393 -1.552 -1.804
H 1.6328 1.6065 0.6172 -0.166 -1.594 0.628
H 2.1442 -0.4465 1.6324 1.370 -0.087 2.919
H 1.0624 0.8751 -1.7630 -0.710 -0.780 1.657
H -1.5998 1.2036 -1.6637 0.380 -0.521 -0.210
H -0.9056 2.3320 -0.4446 -0.469 -2.340 -0.086
```
Forces are in eV/Å.

Here are the Löwdin charges for atoms 1 to 5, given in e: 0.14, -0.25, -0.20, -0.16, -0.37

---

No. 4
DFT (the ωB97M-V functional and the def2-TZVPD basis) results for a single C5H11NO molecule.

Output
* HOMO: -9.2346 eV
* energy: -327.07315 a.u.
* SMILES: C=CC[C@@H](N)CO
* gap between HOMO and LUMO: 10.1 eV
* energy relative to the best compared isomer or geometry (same formula, charge and spin): 1.584 eV
* F_max: 0.0088 hartree/bohr
* E_LUMO: 0.8674 eV

```
18
Properties=species:S:1:pos:R:3:forces:R:3
C -2.4821 -0.4397 -1.2109 0.151 -0.154 0.116
C -1.8126 -0.2337 -0.0848 -0.247 0.369 -0.091
C -0.7512 0.8295 0.0265 0.029 -0.156 -0.243
C 0.6833 0.3349 -0.2120 -0.062 0.076 0.195
N 1.5786 1.4842 -0.1201 -0.052 -0.108 -0.138
C 1.0258 -0.7980 0.7379 -0.144 0.012 0.110
O 2.3701 -1.2002 0.5140 -0.025 -0.103 0.160
H -3.2162 -1.2292 -1.2864 -0.128 0.062 -0.060
H -2.2830 0.1648 -2.0869 -0.013 -0.061 -0.111
H -2.1119 -0.7994 0.7907 0.299 -0.134 0.087
H -0.9393 1.5742 -0.7502 0.006 0.110 0.193
H -0.7834 1.3287 1.0015 -0.062 -0.012 -0.064
H 0.7570 -0.0626 -1.2260 -0.038 0.045 -0.094
H 2.5028 1.2222 -0.4385 0.053 -0.001 0.131
H 1.6583 1.7812 0.8465 0.067 0.028 -0.008
H 0.3322 -1.6275 0.5577 0.059 -0.041 0.047
H 0.8832 -0.4537 1.7750 0.062 -0.020 -0.067
H 2.5883 -1.8757 1.1660 0.045 0.088 -0.163
```
Forces are in eV/Å.

Here are the Löwdin charges for atoms 1 to 5, given in e: 0.00, -0.20, -0.18, -0.41, 0.05

---

No. 5
DFT (the ωB97M-V functional and the def2-TZVPD basis) results for a molecular structure, C5H10O.

Output
* HOMO: -8.8387 eV
* energy: -271.64880 a.u.
* gap between HOMO and LUMO: 9.7 eV
* energy relative to the best compared isomer or geometry (same formula, charge and spin): 2.825 eV
* F_max: 0.0305 hartree/bohr
* E_LUMO: 0.8613 eV

```
16
Properties=species:S:1:pos:R:3:forces:R:3
C 1.6618 0.1793 -1.0701 0.140 -0.168 -0.438
C 0.8052 0.7849 -0.0134 -0.119 -0.364 -0.778
C -0.3364 0.0142 1.4340 -0.919 -0.520 1.158
O -1.0635 0.9314 1.7951 0.002 0.146 0.614
C -0.5187 -0.7146 0.2231 0.436 0.734 0.006
C -1.7786 -0.5344 -0.5843 0.205 0.249 -0.089
H 2.2374 -0.6510 -0.6500 0.011 0.106 -0.205
H 2.3511 0.9064 -1.5039 0.062 -0.021 -0.038
H 0.9928 -0.2022 -1.8391 0.359 -0.099 -0.326
H 1.4245 1.2424 0.7968 -0.752 -0.993 -0.171
H 0.1458 1.6013 -0.3212 -0.194 -0.495 -0.179
H 0.5451 -0.3616 1.9921 -0.267 0.157 0.525
H -0.1127 -1.7427 0.1825 0.622 0.953 -0.145
H -1.9777 0.5316 -0.6758 -0.153 -0.014 -0.194
H -2.6642 -0.9669 -0.0865 0.493 0.066 0.129
H -1.7091 -1.0179 -1.5659 0.075 0.263 0.129
```
Forces are in eV/Å.

Here are the Löwdin charges for atoms 1 to 5, given in e: -0.14, -0.11, -0.48, -0.03, -0.15

---

No. 6
DFT (the ωB97M-V functional and the def2-TZVPD basis) results for a molecular structure, C6H8Cl2IN2.

Output
* HOMO: -12.8521 eV
* energy: -1560.67152 a.u.
* gap between HOMO and LUMO: 8.0 eV
* energy relative to the best compared isomer or geometry (same formula, charge and spin): 0.346 eV
* F_max: 0.0809 hartree/bohr
* charge: +1
* E_LUMO: -4.8240 eV

```
19
Properties=species:S:1:pos:R:3:forces:R:3
C 0.3358 -0.6389 -0.9549 0.547 0.413 2.896
C 1.1503 -1.4307 1.2600 0.428 0.308 1.546
C 2.9161 0.2428 1.9481 -1.344 -1.275 -3.727
C 3.4762 0.6208 0.8043 1.445 0.370 -0.607
C -0.5238 1.1965 -2.3570 0.652 -1.927 1.384
C -0.4469 0.5615 -1.0115 0.352 3.779 1.688
N 0.8730 -1.0904 0.0818 -0.466 -0.152 -1.865
N 1.9909 -0.8361 2.0917 2.196 -0.050 1.529
Cl 4.3059 2.1808 0.6872 -0.662 -1.204 0.276
Cl 0.3343 1.8571 0.1668 -0.600 -1.075 -0.763
I 3.9536 -0.6941 -0.7844 -0.290 0.498 0.381
H 0.4690 -1.0234 -1.8833 1.031 -1.904 -2.654
H 0.6384 -2.2840 1.6607 -0.384 -0.308 0.250
H 3.0430 0.7765 2.7922 0.194 1.886 2.737
H -0.8553 0.4009 -2.9557 -0.452 -0.750 -1.651
H 0.4548 1.4826 -2.5306 1.878 0.733 -1.302
H -1.1619 1.9982 -2.3730 -1.545 1.846 -0.055
H -1.3971 0.5088 -0.5975 -1.820 -0.688 0.947
H 2.2291 -1.2360 3.0179 -1.158 -0.499 -1.012
```
Forces are in eV/Å.

Here are the Löwdin charges for atoms 1 to 5, given in e: -0.10, -0.13, -0.25, -1.13, -0.07

---

No. 7
DFT (the ωB97M-V functional and the def2-TZVPD basis) results for a molecular structure, C47H56ClIN4O5PTa.

Output
* HOMO: -8.3519 eV
* energy: -3576.21167 a.u.
* gap between HOMO and LUMO: 7.3 eV
* energy relative to the best compared isomer or geometry (same formula, charge and spin): 0.944 eV
* F_max: 0.0322 hartree/bohr
* E_LUMO: -1.0229 eV

```
116
Properties=species:S:1:pos:R:3:forces:R:3
Ta 0.7849 -0.3911 -0.0304 0.827 1.410 0.256
C 4.6200 -1.8438 1.4169 -0.027 0.053 -0.025
C 3.8101 -0.8342 2.1460 0.043 -0.209 0.095
N 2.6784 -0.2958 1.7396 -0.076 0.089 -0.179
C 2.3154 0.6073 2.6909 0.009 -0.047 0.049
C 3.2065 0.6111 3.7168 0.254 -0.089 0.100
N 4.1528 -0.3080 3.3496 -0.049 -0.043 -0.125
C 3.3154 1.3027 5.0193 -0.228 0.092 0.026
O 2.3261 2.1294 5.3419 0.062 -0.123 -0.204
O 4.2540 1.0847 5.7423 0.045 -0.004 0.049
C 1.1168 1.3835 2.4217 -0.597 -0.226 -0.808
O 0.5835 2.1352 3.2123 0.164 0.122 0.260
O 0.6791 1.1737 1.1919 -0.196 0.620 0.872
H 4.1033 -2.0975 0.4961 0.055 -0.007 -0.010
H 4.7577 -2.7483 2.0109 -0.027 0.002 0.017
H 5.6011 -1.4378 1.1671 0.004 0.023 0.021
H 4.9582 -0.5249 3.9179 0.003 -0.011 -0.031
H 1.6477 2.1860 4.6188 -0.001 0.027 0.069
Cl 0.8487 -2.3704 -2.7144 -0.377 0.126 0.016
C -0.2486 -1.1843 -1.8310 0.716 -0.906 -0.065
H -1.1394 -1.7571 -1.5811 -0.048 0.022 -0.096
H -0.4856 -0.4309 -2.5634 0.096 -0.144 -0.035
N -2.3265 -0.2516 0.7022 -0.056 -0.396 0.039
C -1.1877 -0.7717 0.9258 0.103 0.082 0.262
H -2.9192 -0.3532 1.5345 -0.077 0.061 -0.076
I 3.0671 0.3163 -1.5274 -0.006 -0.152 -0.089
C 1.4204 -2.3412 0.4458 -0.300 -0.500 -0.155
C 1.8712 -3.4495 0.6599 0.106 -0.168 -0.121
C 2.4928 -4.7369 0.7941 -0.099 0.150 0.057
C 2.8080 -5.2504 2.0530 0.044 -0.045 -0.017
C 3.4347 -6.4810 2.1658 0.000 0.017 0.001
C 3.7556 -7.2068 1.0262 -0.008 0.014 -0.011
C 3.4461 -6.6996 -0.2293 -0.017 0.037 0.026
C 2.8165 -5.4709 -0.3488 -0.040 -0.027 -0.055
H 2.5600 -4.6730 2.9316 -0.029 0.039 0.095
H 3.6756 -6.8734 3.1454 0.000 -0.001 -0.004
H 4.2476 -8.1664 1.1161 -0.003 -0.002 0.000
H 3.6946 -7.2638 -1.1185 0.002 0.002 -0.006
H 2.5652 -5.0643 -1.3199 0.006 -0.001 -0.002
O -0.1627 1.4351 -1.1022 0.014 -0.064 -0.066
P -0.5813 2.3783 -2.2239 -0.209 -0.088 0.250
C 0.9105 2.7910 -3.1809 0.211 0.074 -0.028
C 1.8788 3.7583 -2.4676 -0.045 -0.043 -0.065
C 1.6166 5.2359 -2.7756 -0.015 -0.047 0.048
C 1.5531 5.5011 -4.2755 0.076 -0.037 -0.040
C 0.4879 4.6285 -4.9294 -0.031 -0.020 0.065
C 0.7919 3.1567 -4.6692 -0.018 -0.029 0.057
C -1.4036 3.9025 -1.6444 -0.144 0.070 0.356
C -0.7654 4.5279 -0.3782 -0.047 0.022 -0.110
C -1.2183 3.8727 0.9238 -0.023 0.053 -0.053
C -2.7335 3.8455 1.0518 -0.047 0.063 0.028
C -3.3280 3.1121 -0.1420 0.071 -0.034 -0.061
C -2.9314 3.8245 -1.4323 0.083 -0.022 -0.011
C -1.7064 1.5374 -3.3837 -0.194 -0.117 -0.137
C -2.7207 0.6270 -2.6629 0.008 0.120 0.044
C -3.3531 -0.3271 -3.6723 0.007 -0.032 -0.001
C -3.8312 0.4092 -4.9439 0.005 0.017 -0.002
C -3.8407 1.9228 -4.7429 -0.008 0.006 0.004
C -2.4280 2.4311 -4.4401 0.052 -0.054 0.061
H 1.3706 1.7954 -3.1361 0.035 0.048 -0.042
H 2.8880 3.5052 -2.8058 0.013 -0.006 -0.046
H 1.8829 3.5685 -1.3939 0.015 -0.011 0.037
H 2.4015 5.8399 -2.3154 0.011 -0.007 0.002
H 0.6770 5.5617 -2.3233 0.022 0.015 0.011
H 2.5235 5.2603 -4.7249 -0.003 0.037 -0.005
H 1.3671 6.5588 -4.4717 -0.025 0.003 0.021
H 0.4428 4.8140 -6.0045 0.017 -0.020 -0.011
H -0.4983 4.8899 -4.5298 -0.002 0.012 -0.017
H 1.7637 2.9289 -5.1208 0.017 0.009 0.029
H 0.0787 2.5106 -5.1723 -0.034 -0.053 -0.050
H -1.2225 4.5788 -2.4864 -0.014 0.020 -0.010
H -1.0664 5.5825 -0.3691 0.015 0.005 -0.020
H 0.3213 4.5188 -0.4355 0.015 -0.020 0.027
H -0.7666 4.4016 1.7650 0.019 0.000 0.005
H -0.8500 2.8530 0.9546 0.065 -0.135 0.029
H -3.1268 4.8700 1.0824 -0.011 -0.015 0.026
H -3.0234 3.3630 1.9873 0.017 -0.020 -0.004
H -4.4173 3.0578 -0.0724 -0.007 0.025 -0.014
H -2.9521 2.0840 -0.1438 -0.027 -0.024 -0.001
H -3.2880 4.8599 -1.3759 0.010 0.008 -0.023
H -3.4246 3.3844 -2.2954 -0.042 -0.054 -0.004
H -1.0161 0.8704 -3.9199 -0.044 0.008 -0.083
H -3.4958 1.2320 -2.1975 -0.042 0.073 0.034
H -2.2568 0.0814 -1.8440 -0.174 0.126 -0.043
H -4.1892 -0.8431 -3.1966 0.006 0.009 0.025
H -2.6245 -1.0987 -3.9364 -0.001 -0.009 -0.007
H -4.8243 0.0625 -5.2324 -0.001 0.000 -0.012
H -3.1724 0.1781 -5.7864 0.019 0.005 0.014
H -4.5308 2.1893 -3.9373 0.016 -0.016 0.004
H -4.2105 2.4231 -5.6400 -0.006 0.007 0.001
H -2.4637 3.4774 -4.1318 -0.004 -0.006 -0.012
H -1.8698 2.4153 -5.3752 0.050 -0.014 -0.019
N -0.6974 -1.1963 2.1653 0.276 0.572 -0.282
C -0.8367 -2.2704 2.8212 -0.204 -0.421 0.175
C -1.7284 -3.3865 2.3864 0.147 0.176 -0.082
C -2.6067 -3.9862 3.2828 -0.030 -0.073 -0.001
C -3.4694 -4.9810 2.8462 0.026 0.015 0.001
C -3.4377 -5.3962 1.5215 0.014 0.009 -0.008
C -2.5432 -4.8163 0.6312 -0.009 -0.010 0.062
C -1.6962 -3.8063 1.0603 -0.046 -0.041 -0.092
C -0.0512 -2.4285 4.0808 -0.144 0.081 -0.225
C 0.3606 -3.6862 4.5059 0.073 -0.082 0.097
C 1.1547 -3.8142 5.6397 -0.020 -0.001 -0.074
C 1.5264 -2.6878 6.3588 -0.017 0.032 -0.007
C 1.0989 -1.4291 5.9484 -0.014 -0.041 -0.008
C 0.3142 -1.3015 4.8136 0.063 0.073 0.069
H -2.6171 -3.6698 4.3188 -0.015 0.012 -0.002
H -4.1636 -5.4353 3.5410 -0.003 0.002 0.001
H -4.1089 -6.1746 1.1826 0.001 -0.010 0.008
H -2.5053 -5.1498 -0.3975 -0.001 0.007 -0.009
H -0.9916 -3.3536 0.3721 -0.057 -0.027 0.028
H 0.0712 -4.5649 3.9429 0.007 -0.001 -0.002
H 1.4806 -4.7957 5.9607 -0.005 0.002 -0.002
H 2.1380 -2.7884 7.2461 0.006 0.007 -0.002
H 1.3710 -0.5510 6.5211 0.000 0.006 -0.010
H -0.0326 -0.3274 4.4900 0.006 -0.011 -0.009
```
Forces are in eV/Å.

Here are the Löwdin charges for atoms 1 to 5, given in e: 1.49, 0.00, -0.32, 0.06, -0.15

---

> What is the formula in the fifth record?

C5H10O